Here is 40 unconnected molecules or ions with the total composition H80O40 in a non-equilibrium geometry from the OMol25 dataset. Energies are from the ωB97M-V functional and the def2-TZVPD basis.

XYZ file:
```
120
Properties=species:S:1:pos:R:3:forces:R:3
H -5.433 1.476 -0.709 -0.14 0.36 0.25
H -4.263 0.549 -0.537 0.31 0.46 0.08
O -4.776 1.227 -0.050 -0.04 -0.58 -0.22
H -4.735 -0.911 3.481 0.03 -0.41 0.06
H -4.391 -0.298 4.771 0.23 1.24 0.97
O -4.398 -1.141 4.363 -0.37 -1.00 -0.86
H -5.292 -0.571 -3.503 0.64 -0.13 -0.36
H -5.930 -1.350 -2.404 0.18 -0.32 0.22
O -5.080 -1.256 -2.851 -0.82 0.28 -0.02
H -0.198 1.593 -4.174 0.43 -0.22 -0.01
H -1.502 2.363 -4.136 0.05 0.02 0.09
O -1.025 1.651 -3.683 -0.45 0.27 -0.28
H 2.609 -4.998 0.733 0.16 0.02 -0.26
H 2.888 -5.323 -0.816 0.55 -0.12 0.53
O 2.254 -5.356 -0.096 -0.51 -0.34 -0.31
H 2.080 0.750 -6.615 0.27 0.13 -0.05
O 2.070 1.363 -5.875 -0.46 -0.19 0.14
H 0.296 6.736 -0.458 0.10 0.37 0.19
O -0.084 5.870 -0.332 0.00 -0.32 -0.35
H -2.489 -0.586 0.329 -0.04 0.32 0.60
H -1.021 -0.303 1.086 -0.72 -0.49 -0.02
O -1.548 -0.408 0.264 1.38 0.55 0.74
H 3.616 -2.253 -1.833 -0.02 -0.22 0.03
H 5.123 -2.051 -2.008 -0.05 -0.03 -0.21
O 4.285 -1.580 -1.988 0.19 0.04 -0.06
H -4.770 2.516 -4.588 -0.27 -0.33 0.70
H -3.640 2.183 -3.434 -1.08 0.05 0.28
O -3.855 2.491 -4.318 1.44 0.97 -0.50
H -1.816 -0.048 3.399 0.39 -0.11 0.51
H -1.671 1.262 4.247 0.50 -0.08 0.25
O -2.018 0.898 3.434 -0.57 0.06 -0.80
H 6.142 -0.789 3.071 0.14 -0.09 0.30
O 5.856 -0.879 2.163 0.03 -0.20 -0.34
H -0.397 -1.163 -0.612 -1.23 -0.84 -1.05
H -0.614 -1.923 -2.158 -0.98 0.00 0.75
O -0.129 -1.387 -1.534 2.38 0.41 -0.67
H -3.880 3.414 -0.080 -0.27 -0.10 0.83
H -4.129 4.602 -1.207 0.24 0.22 0.90
O -4.118 3.681 -0.945 -0.90 -0.52 -2.66
H 2.479 -4.989 3.460 0.78 -0.45 -0.27
H 1.816 -4.010 2.693 0.19 0.57 -0.73
O 2.646 -4.512 2.629 -0.91 0.01 1.14
H 3.154 1.861 -2.541 0.18 -0.26 -0.54
H 1.806 2.139 -2.282 -0.49 -0.17 -0.24
O 2.382 2.127 -3.064 0.44 -0.41 0.87
H 0.951 0.113 -1.358 0.07 0.02 -0.12
H 2.265 -0.250 -0.733 0.18 -0.10 -0.29
O 1.734 0.521 -0.951 -0.16 -0.04 0.28
H 3.360 0.065 5.060 -0.20 -0.33 0.11
H 4.626 0.734 5.108 0.07 0.35 0.47
O 4.019 0.301 5.726 0.08 -0.15 -0.45
H -0.532 1.484 1.708 -0.10 -0.45 0.52
O -0.189 2.342 1.464 0.39 -0.52 -0.22
H -6.708 -1.857 0.451 -0.87 0.18 0.44
H -5.389 -1.887 0.979 0.33 0.35 0.89
O -6.275 -1.638 1.289 0.10 -0.72 -1.41
H 3.282 -1.626 0.331 0.46 -0.83 0.24
O 3.067 -2.562 0.563 -1.00 0.28 -0.13
H 1.046 -2.868 -2.145 0.06 -0.04 1.10
H 1.769 -4.237 -1.627 -0.82 0.81 0.52
O 1.450 -3.710 -2.373 0.64 -0.42 -1.25
H -4.171 -4.129 1.298 -0.04 -0.27 0.44
H -3.021 -3.839 0.448 0.51 0.05 -0.71
O -3.210 -4.223 1.307 -0.55 0.23 0.10
H -4.379 0.128 1.438 0.14 -0.48 0.06
H -3.078 -0.495 2.033 -0.01 0.46 0.39
O -3.939 -0.720 1.675 -0.30 0.61 -0.54
H -2.363 0.586 -1.997 0.15 0.33 -1.46
H -3.605 -0.685 -2.058 -0.16 0.85 -1.83
O -2.912 -0.121 -1.706 -0.64 -0.78 2.41
H 1.170 3.666 -2.835 -0.05 -0.23 -0.10
H 1.270 4.797 -1.844 -0.32 -0.03 -0.06
O 1.437 4.574 -2.768 0.08 1.26 0.13
H -3.388 -0.240 -6.052 0.15 -0.25 -0.34
H -3.042 0.876 -5.068 0.14 0.45 0.03
O -3.580 0.097 -5.181 -0.51 -0.95 0.09
H -3.348 -2.775 -2.058 0.20 0.42 -0.18
H -2.523 -1.890 -0.989 -0.01 0.07 -0.83
O -2.999 -2.710 -1.169 -0.16 -1.06 1.01
H -0.671 2.339 -1.987 0.08 -0.03 0.00
H -0.350 2.129 -0.473 0.00 0.45 -0.10
O -0.361 2.788 -1.188 -0.02 -0.32 -0.21
H 1.443 -0.839 2.268 -0.21 1.15 0.01
H 0.422 -1.761 1.926 -0.89 -0.18 -0.09
O 0.515 -0.800 1.935 0.92 -0.99 0.19
H 1.406 1.934 1.453 -0.33 0.25 -0.18
H 2.558 1.047 1.046 -1.20 0.30 0.20
O 2.147 1.436 1.821 1.02 0.18 0.16
H 4.833 2.686 -3.334 0.54 0.25 0.02
O 5.219 1.926 -3.791 -0.76 0.29 0.07
H -2.024 4.642 -0.178 1.55 0.16 -0.03
H -2.881 4.048 0.707 -0.05 -0.15 1.56
O -1.986 4.377 0.757 -0.82 0.39 -0.58
H -0.857 2.941 1.761 -0.67 0.96 -0.02
H 2.868 1.895 -5.906 0.04 0.01 -0.17
H 3.883 -3.049 0.623 0.44 -0.05 -0.04
H -0.279 5.746 0.602 0.08 0.15 0.04
H 5.973 -1.796 1.887 0.25 -0.05 0.38
H 4.392 1.572 -4.147 0.27 -0.48 -0.20
O 3.061 -2.432 -4.409 -0.17 -0.58 -0.43
H 2.681 -2.726 -3.568 -0.12 -0.09 -0.32
H 3.155 -1.486 -4.352 0.11 0.46 0.26
O 0.921 1.853 4.515 -0.02 0.14 -0.36
H 1.596 1.352 4.973 0.20 -0.11 0.43
H 1.264 1.842 3.607 -0.22 -0.10 0.02
O 4.167 -0.226 0.241 -0.23 0.66 -0.13
H 4.940 -0.394 0.807 -0.32 0.63 0.04
H 3.663 0.515 0.601 1.36 -0.29 -0.07
O 0.336 -3.065 4.272 -0.75 -1.07 0.04
H -0.079 -2.373 4.766 0.53 1.72 0.59
H -0.516 -3.536 4.231 0.49 -0.76 -0.85
O -1.964 -2.078 2.916 -1.68 0.29 -0.88
H -2.913 -2.070 3.161 0.40 -0.04 1.58
H -2.254 -2.233 1.994 1.36 -0.61 -0.18
O 3.063 -1.002 3.173 -0.48 0.17 0.47
H 3.814 -0.959 2.571 0.07 -0.21 0.11
H 3.108 -1.838 3.651 0.13 -0.14 -0.29
O 4.168 2.060 3.648 0.58 0.72 -0.69
H 4.472 2.229 2.745 0.18 -0.56 0.02
H 3.606 2.837 3.715 -0.45 -0.03 0.68
```
Positions in Å, forces in eV/Å.

## Properties
**ΔE to the lowest compared entry with this formula, charge and spin**: 8.039 eV
**LUMO energy**: -0.533 eV
**Orbital gap**: 9.306 eV

Here is a molecular structure, H80O40 in a non-equilibrium geometry from the OMol25 dataset. Energies are from the ωB97M-V functional and the def2-TZVPD basis.

XYZ file:
```
120
Properties=species:S:1:pos:R:3:forces:R:3
H 0.017 -0.092 1.821 -0.17 0.16 0.12
H -0.337 1.171 1.084 -0.13 -0.12 -0.21
O -0.392 0.220 1.012 -0.36 0.22 -1.81
H 0.422 -4.152 3.139 -0.48 -0.37 -1.08
H 0.399 -5.727 2.744 -0.55 0.48 -0.35
O 0.707 -5.044 3.341 0.95 -0.11 1.32
H 0.140 0.780 -5.375 0.08 0.55 -0.46
H 0.273 0.969 -3.954 -0.31 0.13 0.27
O -0.092 1.456 -4.716 0.54 -0.78 -0.06
H 1.699 -0.758 2.704 0.69 0.01 -0.43
H 3.050 -0.475 2.253 0.64 0.17 0.04
O 2.472 -0.243 2.992 -0.09 -0.54 -0.55
H -3.132 3.270 -2.636 0.43 -0.10 0.15
H -4.540 3.618 -2.575 -0.47 -0.26 -0.19
O -3.974 2.901 -2.889 -0.16 0.32 0.06
H 2.002 -3.096 5.995 -0.32 -0.26 0.14
O 2.342 -3.567 5.235 0.52 0.42 -0.37
H 2.979 2.891 -0.008 1.40 0.17 0.52
O 3.042 2.058 0.507 -1.66 -0.28 -0.09
H 2.312 0.258 -1.710 0.09 -0.12 0.24
H 2.634 1.706 -1.240 0.02 -1.08 -0.29
O 2.305 1.175 -1.991 -0.80 0.59 -0.19
H -0.081 1.261 3.689 -1.20 -0.11 0.58
H -1.142 0.456 4.479 -0.48 0.04 0.33
O -0.997 1.256 3.978 -2.94 -0.90 1.94
H 3.733 1.215 3.047 -0.07 0.17 -0.61
H 4.955 0.992 3.743 1.07 -0.34 0.00
O 4.687 1.304 2.874 -0.83 0.10 0.51
H -2.969 -3.489 2.649 -0.25 0.56 -0.65
H -2.059 -3.289 1.362 -0.47 0.56 -0.49
O -2.181 -3.769 2.168 0.84 -1.05 1.30
H -0.923 5.155 1.045 0.15 0.26 0.12
O -1.109 5.575 0.204 -0.53 0.37 -0.56
H 2.505 1.236 -5.802 0.06 0.04 0.00
H 2.094 -0.232 -5.705 0.23 -0.05 0.02
O 2.277 0.470 -6.339 -0.25 -0.13 0.04
H 1.484 3.431 5.923 0.16 -0.56 0.31
H 0.347 3.697 5.085 -0.57 -0.53 -0.36
O 0.730 2.944 5.557 0.64 1.05 0.10
H -1.060 1.376 -2.057 -0.15 -0.10 -0.01
H -0.644 0.477 -0.945 0.15 -0.20 0.96
O -1.350 0.566 -1.585 0.23 0.18 -0.64
H -2.092 -6.423 0.532 0.12 -0.72 -0.14
H -2.361 -5.647 1.708 -0.01 -0.39 0.69
O -2.234 -6.589 1.477 0.08 1.07 -0.60
H -3.969 -1.294 1.720 -0.13 -0.27 -0.68
H -4.590 -2.807 1.497 0.12 0.57 -0.42
O -4.359 -2.079 2.112 -0.09 -0.09 1.12
H -1.573 -1.946 -1.115 0.04 -0.56 0.30
H -2.393 -1.310 -2.088 -0.62 0.25 -0.23
O -2.228 -2.204 -1.775 0.61 0.51 0.52
H -1.866 1.353 -5.584 0.03 0.66 1.00
O -2.826 1.369 -5.543 -0.79 -0.29 -1.08
H -0.544 -4.110 -4.669 0.19 -0.17 -0.11
H -1.652 -3.067 -4.684 -0.16 0.04 0.03
O -1.404 -3.919 -4.291 0.30 0.45 -0.33
H -6.250 -1.975 -2.121 0.04 -0.10 -0.04
O -6.164 -1.761 -1.187 0.03 0.03 0.10
H 4.997 4.422 2.576 -0.07 0.20 0.14
H 4.666 3.027 3.078 -0.21 0.30 0.09
O 4.356 3.955 3.124 0.24 -0.02 -0.29
H 3.167 3.853 -2.086 0.46 0.57 -0.27
H 3.304 5.045 -0.985 0.33 0.05 -0.64
O 2.963 4.178 -1.208 -0.78 -0.60 0.74
H 4.860 1.890 -2.566 -0.80 0.48 1.28
H 3.758 1.008 -3.414 -0.37 0.61 1.08
O 4.651 1.301 -3.264 1.63 -1.07 -2.50
H 0.715 -0.835 3.729 -0.45 -0.32 1.70
H -0.625 -1.638 3.366 -0.69 0.81 2.80
O 0.050 -1.021 3.072 -1.08 6.08 7.20
H 0.072 3.031 -3.209 0.05 -0.07 -0.31
H -1.353 3.259 -2.712 0.01 0.34 -0.31
O -0.497 2.933 -2.441 0.14 0.22 0.53
H 1.268 4.307 1.109 0.14 -0.17 0.07
H 1.263 3.001 0.256 -0.10 0.57 0.00
O 0.700 3.705 0.613 -0.09 -0.79 -0.09
H -1.218 -5.716 -2.585 -0.22 0.13 -0.05
H -1.342 -4.342 -1.942 -0.04 -0.02 -0.34
O -1.147 -5.261 -1.742 0.28 -0.19 0.60
H -0.332 -1.551 -3.586 -0.25 -0.24 0.04
H -0.244 -0.536 -2.420 0.03 -0.26 -0.73
O 0.276 -0.956 -3.142 0.51 0.32 0.28
H -4.371 0.822 0.253 -0.06 -0.04 -0.02
H -2.882 1.018 0.313 0.22 0.10 -0.04
O -3.546 0.424 -0.049 -0.69 -0.25 0.27
H -0.291 -1.964 2.359 1.22 -3.25 -4.71
H 0.100 -2.051 0.884 -0.10 -0.06 -1.21
O 0.351 -2.364 1.738 0.74 -4.90 -3.94
H -2.597 -0.625 -4.004 -0.09 -0.18 0.10
O -2.646 -1.211 -4.768 0.54 0.23 -0.33
H 4.903 -1.840 3.295 0.47 0.09 0.78
H 5.197 -1.779 1.909 0.66 0.38 -0.48
O 5.631 -1.519 2.741 -1.11 -0.54 -0.14
H -3.206 1.584 -4.684 0.59 0.25 0.06
H 1.694 -4.195 4.894 -0.19 -0.20 0.13
H -5.318 -1.304 -1.115 0.06 0.01 0.01
H 3.871 1.913 0.952 0.03 0.36 0.22
H -0.463 5.228 -0.416 0.08 -0.16 0.15
H -2.565 -0.528 -5.474 -0.49 -0.55 0.33
O 4.065 -2.266 0.357 -0.42 1.39 0.31
H 3.515 -2.835 0.902 0.30 -0.72 -0.36
H 4.807 -2.688 -0.068 -0.06 -0.78 0.06
O 0.625 1.895 2.766 2.09 1.92 -2.04
H 0.724 2.234 1.867 0.95 0.44 0.49
H 1.425 1.577 3.164 1.43 0.25 -0.52
O -5.216 -4.058 0.440 0.05 0.44 -0.68
H -5.836 -3.407 0.066 -0.28 -0.02 0.19
H -4.667 -4.179 -0.351 0.15 -0.43 0.24
O 5.469 2.382 -0.638 0.95 0.05 -0.11
H 5.300 2.148 0.271 -0.04 -0.04 0.25
H 6.407 2.153 -0.687 0.00 0.12 -0.44
O -1.504 5.156 3.008 0.16 -0.07 0.24
H -1.724 4.345 2.531 -0.29 -0.37 0.02
H -1.774 4.933 3.905 0.00 0.17 0.06
O -3.811 -4.079 -3.019 0.18 0.69 0.29
H -3.446 -3.788 -3.861 -0.41 -0.47 -0.37
H -3.207 -3.554 -2.461 -0.55 -0.42 0.16
O -2.120 2.736 1.535 -0.78 -0.03 0.19
H -1.665 1.989 1.950 0.05 0.20 0.32
H -1.651 3.092 0.782 0.51 -0.07 -0.30
```
Positions in Å, forces in eV/Å.

## Properties
**ΔE to the lowest compared entry with this formula, charge and spin**: 11.868 eV
**LUMO energy**: -0.794 eV
**Orbital gap**: 9.514 eV

Here is H8INSi3 in the gas phase in a non-equilibrium geometry from the OMol25 dataset. Energies are from the ωB97M-V functional and the def2-TZVPD basis.

XYZ file:
```
13
Properties=species:S:1:pos:R:3:forces:R:3
N 0.201 0.014 0.186 -4.10 -1.81 -2.59
Si -0.019 1.145 1.449 1.16 -0.40 0.61
Si 1.343 0.251 -1.135 0.61 -1.14 1.81
Si -1.558 -1.177 -0.224 2.74 2.42 1.02
I -1.269 -2.601 -2.188 -0.41 0.52 -0.03
H -0.374 0.271 2.697 0.05 1.10 -0.83
H -0.875 2.405 1.285 0.27 -0.83 0.14
H 1.459 1.473 1.320 -0.56 0.72 1.04
H 2.581 0.354 -0.222 -0.37 0.21 -1.15
H 1.308 -1.091 -1.781 0.28 0.47 -0.28
H 1.260 1.345 -2.149 -0.18 -0.10 0.29
H -1.303 -2.219 0.766 -0.53 0.12 0.46
H -2.756 -0.169 -0.003 1.04 -1.27 -0.49
```
Positions in Å, forces in eV/Å.

## Properties
**ΔE to the lowest compared entry with this formula, charge and spin**: 1.555 eV
**SMILES**: [SiH3]N([SiH3])[SiH2]I
**LUMO energy**: -0.111 eV
**Orbital gap**: 9.406 eV

Here is a molecular structure, H8NaO4 from the OMol25 dataset. Energies are from the ωB97M-V functional and the def2-TZVPD basis.

XYZ file:
```
13
Properties=species:S:1:pos:R:3:forces:R:3
Na -22.606 4.940 6.856 0.12 -0.18 -0.32
O -23.268 7.132 6.283 -0.25 -0.01 0.12
H -22.971 7.699 5.559 0.04 -0.15 0.10
H -24.128 7.487 6.545 0.17 0.02 -0.08
O -23.914 3.266 5.376 0.12 0.06 0.19
H -23.444 2.462 5.116 -0.11 0.11 0.02
H -24.836 2.996 5.472 0.12 0.03 -0.11
O -20.420 6.028 6.507 -0.21 0.10 0.32
H -20.470 6.674 7.226 0.15 0.00 -0.21
H -19.512 6.088 6.183 -0.14 -0.14 0.00
O -23.385 3.351 8.478 -0.18 0.32 0.00
H -23.212 3.005 9.364 0.03 0.08 -0.16
H -24.340 3.499 8.445 0.14 -0.25 0.13
```
Positions in Å, forces in eV/Å.

## Properties
**ΔE to the lowest compared entry with this formula, charge and spin**: 0.114 eV
**Total charge**: +1
**LUMO energy**: -3.437 eV
**Orbital gap**: 12.301 eV

Here is a molecular structure, H8NaO4 from the OMol25 dataset. Energies are from the ωB97M-V functional and the def2-TZVPD basis.

XYZ file:
```
13
Properties=species:S:1:pos:R:3:forces:R:3
Na 0.095 -1.107 0.480 0.01 -0.01 -0.19
O 0.415 2.589 -0.811 -0.09 -0.46 0.24
H -0.056 2.916 -1.578 -0.13 0.09 -0.25
H 0.739 3.376 -0.375 0.18 0.24 0.12
O -1.265 -1.492 -2.561 0.22 0.09 0.59
H -1.215 -0.774 -3.193 -0.03 0.24 -0.18
H -1.280 -2.284 -3.099 -0.04 -0.29 -0.13
O 2.840 -2.875 1.687 -0.47 0.30 -0.19
H 3.710 -3.061 1.334 0.26 -0.01 -0.16
H 2.781 -3.415 2.475 -0.03 -0.16 0.26
O -2.264 1.706 2.079 0.23 -0.45 -0.02
H -1.514 2.108 1.641 0.17 0.29 -0.10
H -2.988 2.313 1.921 -0.28 0.13 0.01
```
Positions in Å, forces in eV/Å.

## Properties
**ΔE to the lowest compared entry with this formula, charge and spin**: 1.663 eV
**Total charge**: +1
**LUMO energy**: -4.372 eV
**Orbital gap**: 10.261 eV

Here is a molecular structure, H8NiO16S3 in a non-equilibrium geometry from the OMol25 dataset. Energies are from the ωB97M-V functional and the def2-TZVPD basis.

XYZ file:
```
28
Properties=species:S:1:pos:R:3:forces:R:3
Ni 0.338 0.178 0.600 -1.44 -0.47 -0.61
S 2.635 1.156 -1.528 0.69 1.17 -2.71
O 3.505 2.363 -1.610 -0.45 0.90 0.82
O 3.557 0.043 -1.383 1.24 -2.47 0.88
O 1.707 1.198 -0.375 -0.02 1.00 1.55
O 1.863 1.024 -2.766 -0.08 0.00 0.09
S -1.996 -1.825 1.952 -2.19 -1.21 0.50
O -3.201 -1.045 2.040 -1.04 1.72 0.65
O -2.204 -2.885 1.010 -0.06 -2.59 -2.66
O -0.795 -1.097 1.580 2.60 2.01 -0.26
O -1.735 -2.444 3.241 1.07 -0.95 3.23
S -2.315 1.210 -0.986 -1.79 0.08 1.88
O -3.283 0.783 0.012 -0.57 0.28 0.69
O -1.033 0.504 -0.707 1.31 -0.57 -0.85
O -2.812 0.823 -2.286 -0.07 -0.71 -2.75
O -2.109 2.651 -0.915 0.64 1.75 -0.06
O 1.862 -0.310 2.073 0.32 -0.48 0.45
H 2.536 -0.751 1.555 0.28 0.04 -0.65
H 2.336 0.061 2.817 -0.19 0.34 0.06
O -0.296 -0.800 -3.120 0.50 -1.25 -1.32
H -0.272 -0.493 -2.213 -0.46 0.91 0.64
H -1.229 -0.880 -3.321 -0.39 0.34 0.45
O 1.055 -1.563 -0.600 0.20 -0.46 0.55
H 1.231 -1.735 -1.525 0.00 0.61 -0.60
H 1.355 -2.351 -0.148 -0.35 -0.13 0.31
O -0.263 1.757 1.958 0.60 0.44 0.33
H -0.829 1.972 2.700 -0.60 -0.57 -0.13
H 0.392 2.455 1.945 0.23 0.25 -0.49
```
Positions in Å, forces in eV/Å.

## Properties
**Expectation value of S²**: 2.00
**ΔE to the lowest compared entry with this formula, charge and spin**: 2.859 eV
**Total charge**: -4
**LUMO energy (alpha / beta)**: 8.841 / 8.814 eV
**Multiplicity**: 3
**Orbital gap (alpha / beta)**: 3.929 / 3.896 eV